No. 1
Computed, not measured: one molecule with the formula C4H5NO in a non-equilibrium geometry, with ωB97M-V/def2-TZVPD.

```
11
C4H5NO (ωB97M-V/def2-TZVPD)
C -0.0478 -0.9627 -0.0462
C 0.4145 0.4318 0.4083
C 0.5061 1.4172 -0.7381
C -1.3166 -1.3709 0.5611
H -0.2578 0.8628 1.1607
H -0.1721 -0.9527 -1.1351
N -2.3180 -1.6815 1.0499
H 1.4012 0.3917 0.8866
H 0.7013 -1.7238 0.1902
H 0.8571 2.4299 -0.4532
O 0.2322 1.1582 -1.8842
```

Calculated values
E ... -7765.853 eV
Energy relative to the best compared isomer or geometry (same formula, charge and spin) ... 15.53 kcal/mol
LUMO ... 0.69 eV
Charge ... 0
Orbital gap ... 11.29 eV
SMILES ... N#CCCC=O

***

No. 2
Computed, not measured: one molecule with the formula C4H5NO in a non-equilibrium geometry, with ωB97M-V/def2-TZVPD.

```
11
C4H5NO (ωB97M-V/def2-TZVPD)
O 1.1600 1.1304 -0.4995
C 1.3923 0.4266 0.6986
H -0.5627 1.3762 0.6953
H -0.9400 0.0240 -1.7153
N -2.5677 -1.4983 0.4666
C 0.0383 0.6019 0.1970
H 1.8893 -0.5263 0.5877
C -1.6831 -1.0421 -0.1104
H 1.6885 1.0891 1.5013
H 0.1594 -1.1728 -1.0544
C -0.5742 -0.4087 -0.7669
```

Calculated values
E ... -7764.734 eV
Energy relative to the best compared isomer or geometry (same formula, charge and spin) ... 41.34 kcal/mol
LUMO ... 0.86 eV
Charge ... 0
Orbital gap ... 11.72 eV
SMILES ... N#CC[C@H]1CO1

***

No. 3
Computed, not measured: one molecule with the formula C4H5NO, with ωB97M-V/def2-TZVPD.

```
11
C4H5NO (ωB97M-V/def2-TZVPD)
H 1.1879 1.1414 -0.2700
C 1.1376 -0.8066 0.5423
H 1.4675 -1.5360 1.2732
C 1.5261 0.4580 0.5020
H 2.1957 0.8398 1.2628
H -2.2383 0.5854 0.4401
O 0.2506 -1.3829 -0.3587
N -1.8162 -0.6644 -1.4056
C -0.8047 -0.6429 -0.6739
C -1.5874 0.5252 -0.4322
H -1.3187 1.4830 -0.8799
```

Calculated values
E ... -7763.436 eV
Energy relative to the best compared isomer or geometry (same formula, charge and spin) ... 71.28 kcal/mol
LUMO ... 0.98 eV
Charge ... 0
Orbital gap ... 10.85 eV
SMILES ... C=COC1=NC1

***

No. 4
Computed, not measured: C4H5NO as an isolated structure in a non-equilibrium geometry, with ωB97M-V/def2-TZVPD.

```
11
C4H5NO (ωB97M-V/def2-TZVPD)
C 0.8830 0.3155 -0.2499
H -1.4578 0.0164 -1.4757
C -1.5090 -0.1619 -0.4014
C -0.3894 0.2782 0.4251
N 3.0380 0.4043 1.1886
H 0.9135 0.8347 -1.2065
C 2.0759 0.3833 0.5401
H 0.2818 -1.0472 -0.4030
H -0.5346 0.4103 1.4920
H -2.5153 -0.1154 0.0077
O -0.8130 -1.3399 0.0506
```

Calculated values
E ... -7762.443 eV
Energy relative to the best compared isomer or geometry (same formula, charge and spin) ... 94.18 kcal/mol
LUMO ... 0.60 eV
Charge ... 0
Orbital gap ... 9.67 eV

***

No. 5
Computed, not measured: one molecule with the formula C4H5NO in a non-equilibrium geometry, with ωB97M-V/def2-TZVPD.

```
11
C4H5NO (ωB97M-V/def2-TZVPD)
O -0.7814 0.9279 0.3861
H -0.0415 1.5696 2.1252
N 1.4574 0.8120 0.8430
C -0.6703 -1.1432 -0.7399
H -1.8699 -2.9660 -0.6953
C 0.2804 1.1158 1.1832
H 2.1053 1.0685 1.5790
C -0.4934 0.2906 -0.8622
H -1.2783 0.6387 -1.5344
C -1.0912 -2.2644 -0.6802
H 0.4909 0.5555 -1.2498
```

Calculated values
E ... -7763.738 eV
Energy relative to the best compared isomer or geometry (same formula, charge and spin) ... 64.31 kcal/mol
LUMO ... 0.97 eV
Charge ... 0
Orbital gap ... 11.10 eV
SMILES ... [H]/N=C/OCC#C

***

No. 6
Computed, not measured: one molecule with the formula C4H5NO in a non-equilibrium geometry, with ωB97M-V/def2-TZVPD.

```
11
C4H5NO (ωB97M-V/def2-TZVPD)
C 0.6838 -0.7945 -0.1308
C -1.3035 0.8470 -0.2899
O -1.7507 -0.4616 0.0458
H -1.0585 0.9996 -1.3406
H -0.4030 0.1018 1.5830
H 0.5022 -0.8933 -1.2059
C 1.9505 -0.0897 0.0851
N 2.9333 0.4905 0.2713
H -1.8378 1.6629 0.1924
H 0.7614 -1.8055 0.2831
C -0.4779 -0.0571 0.5065
```

Calculated values
E ... -7764.975 eV
Energy relative to the best compared isomer or geometry (same formula, charge and spin) ... 35.78 kcal/mol
LUMO ... 0.86 eV
Charge ... 0
Orbital gap ... 11.86 eV
SMILES ... N#CC[C@H]1CO1

***

No. 7
Computed, not measured: one molecule with the formula C4H5NO in a non-equilibrium geometry, with ωB97M-V/def2-TZVPD.

```
11
C4H5NO (ωB97M-V/def2-TZVPD)
O -0.6153 0.2216 1.4231
C 1.7687 0.5060 1.0484
H -1.2600 0.2004 -1.7451
H -1.8814 -1.1281 -0.7348
C -1.5066 -0.0982 -0.7246
H -2.2999 0.5384 -0.3219
N 2.2400 0.9798 1.9911
C 1.1122 -0.1663 -0.0884
C -0.3742 -0.0030 0.2600
H 1.4049 -1.2206 -0.0151
H 1.4116 0.1701 -1.0927
```

Calculated values
E ... -7765.753 eV
Energy relative to the best compared isomer or geometry (same formula, charge and spin) ... 17.84 kcal/mol
LUMO ... 0.57 eV
Charge ... 0
Orbital gap ... 11.02 eV
SMILES ... CC(=O)CC#N

***

No. 8
Computed, not measured: C4H5NO as an isolated structure in a non-equilibrium geometry, with ωB97M-V/def2-TZVPD.

```
11
C4H5NO (ωB97M-V/def2-TZVPD)
H 0.4168 0.3798 1.6091
N -2.3202 -0.5686 0.6289
C -1.2566 -0.1960 0.2481
C 0.8285 0.6405 -0.5338
H -0.4969 1.7602 0.8561
C -0.0685 -0.5333 -0.7733
O 0.5176 -1.7088 -0.5831
H 0.7196 1.4424 -1.2634
H -0.1811 -2.3842 -0.5320
H 1.8711 0.3798 -0.3609
C -0.0303 0.7882 0.7043
```

Calculated values
E ... -7762.508 eV
Energy relative to the best compared isomer or geometry (same formula, charge and spin) ... 92.66 kcal/mol
LUMO (spin up / spin down) ... -0.22 / -0.22 eV
Charge ... 0
Orbital gap (spin up / spin down) ... 7.73 / 7.73 eV

***

No. 9
Computed, not measured: one molecule with the formula C4H5NO in a non-equilibrium geometry, with ωB97M-V/def2-TZVPD.

```
11
C4H5NO (ωB97M-V/def2-TZVPD)
H 1.5379 0.8438 -1.2503
H -1.0734 1.5355 -0.5544
H 0.2468 -0.5672 2.3598
H 1.7927 -0.9745 0.7105
C 0.7554 0.3354 -0.7142
H -0.9758 0.5252 -2.0225
C -0.4800 -0.8085 0.6871
O -1.3892 -0.5125 -0.2956
N -0.5970 -0.3374 1.8464
C 0.9077 -0.6086 0.2001
C -0.7250 0.5688 -0.9669
```

Calculated values
E ... -7764.162 eV
Energy relative to the best compared isomer or geometry (same formula, charge and spin) ... 54.52 kcal/mol
LUMO ... 0.92 eV
Charge ... 0
Orbital gap ... 10.17 eV
SMILES ... [H]/N=C1\C=CCO1

***

No. 10
Computed, not measured: C4H5NO as an isolated structure, with ωB97M-V/def2-TZVPD.

```
11
C4H5NO (ωB97M-V/def2-TZVPD)
H 2.1072 0.2626 1.5536
C 1.4939 0.8046 -0.5259
C 1.3849 0.2524 0.7408
C 0.2038 0.4924 -1.0636
O -1.8190 -0.8681 -0.1834
H -0.1888 0.7098 -2.0569
H -0.7401 1.0505 -0.2796
H -0.1630 -0.7411 1.8819
H -1.8093 -1.3989 -0.9914
C -0.6323 -0.2133 -0.0843
N 0.1625 -0.3510 1.0088
```

Calculated values
E ... -7761.996 eV
Energy relative to the best compared isomer or geometry (same formula, charge and spin) ... 104.48 kcal/mol
LUMO ... 0.17 eV
Charge ... 0
Orbital gap ... 7.61 eV

***

No. 11
Computed, not measured: C4H5NO as an isolated structure, with ωB97M-V/def2-TZVPD.

```
11
C4H5NO (ωB97M-V/def2-TZVPD)
H -2.1162 0.1729 1.1917
H 0.6706 -1.8741 0.0493
H -1.9996 -0.0025 -0.6139
C 0.9267 1.1578 0.3695
H -0.8598 -1.2550 -0.5891
O 1.6798 -0.4040 -0.9714
H 0.9383 2.1276 0.8501
N 1.8920 0.8512 -0.4531
C 0.5041 -0.8996 -0.4097
C -1.4839 -0.0799 0.3380
C -0.0853 0.1477 0.3161
```

Calculated values
E ... -7760.713 eV
Energy relative to the best compared isomer or geometry (same formula, charge and spin) ... 134.06 kcal/mol
LUMO ... -0.01 eV
Charge ... 0
Orbital gap ... 9.15 eV

***

No. 12
Computed, not measured: one molecule with the formula C4H5NO in a non-equilibrium geometry, with ωB97M-V/def2-TZVPD.

```
11
C4H5NO (ωB97M-V/def2-TZVPD)
O 1.9662 0.2436 0.1375
C -1.4273 0.5372 -0.2937
N -0.2766 1.0235 0.1762
H -0.0569 1.9749 0.4424
H 0.4699 -0.5334 1.3303
C -0.1499 -1.2080 -0.2426
C -1.4532 -0.8783 -0.5319
H 0.3137 -2.1964 -0.2134
H -2.2436 1.2472 -0.4292
H 2.2224 -0.1434 -0.7062
C 0.6353 -0.0669 0.3305
```

Calculated values
E ... -7762.716 eV
Energy relative to the best compared isomer or geometry (same formula, charge and spin) ... 87.86 kcal/mol
LUMO ... -0.12 eV
Charge ... 0
Orbital gap ... 7.48 eV
SMILES ... O[C@@H]1C=C=CN1

***

No. 13
Computed, not measured: one molecule with the formula C4H5NO in a non-equilibrium geometry, with ωB97M-V/def2-TZVPD.

```
11
C4H5NO (ωB97M-V/def2-TZVPD)
C 0.0607 -0.9511 0.6346
N -1.1443 0.6726 -0.2595
O -1.3440 -1.1520 0.9711
C 1.3549 0.6645 -0.6444
H 2.1779 -0.0408 -0.7305
H 1.3383 1.1307 -1.6205
H -3.0069 -0.0098 0.4928
H 0.7096 -1.7828 0.8337
C 0.1088 0.1335 -0.1254
H 1.6779 1.4485 0.0504
C -1.9329 -0.1133 0.3977
```

Calculated values
E ... -7765.864 eV
Energy relative to the best compared isomer or geometry (same formula, charge and spin) ... 15.27 kcal/mol
LUMO ... 1.07 eV
Charge ... 0
Orbital gap ... 10.44 eV
SMILES ... Cc1cocn1

***

No. 14
Computed, not measured: one molecule with the formula C4H5NO in a non-equilibrium geometry, with ωB97M-V/def2-TZVPD.

```
11
C4H5NO (ωB97M-V/def2-TZVPD)
N 2.4360 -1.0633 -0.8417
H -1.6985 -0.2865 1.0319
C -0.6203 0.5621 -0.7027
H -1.3293 -1.5188 -0.2743
H -0.9179 1.5861 -0.5072
O 0.5817 0.5641 1.5087
C 1.4667 -0.7238 -0.3077
C 0.3157 -0.0732 0.2995
C -1.0946 -0.5581 0.1721
H -0.4301 0.3068 -1.7414
H 1.2906 1.2046 1.3627
```

Calculated values
E ... -7765.060 eV
Energy relative to the best compared isomer or geometry (same formula, charge and spin) ... 33.82 kcal/mol
LUMO ... 0.79 eV
Charge ... 0
Orbital gap ... 11.25 eV
SMILES ... N#CC1(O)CC1

***

No. 15
Computed, not measured: one molecule with the formula C4H5NO in a non-equilibrium geometry, with ωB97M-V/def2-TZVPD.

```
11
C4H5NO (ωB97M-V/def2-TZVPD)
C -0.1671 -0.2312 0.1970
C 1.2048 -0.4811 0.7513
H 1.8482 0.1639 0.3005
H -1.0813 1.3751 -1.0312
C -0.3550 1.2211 -0.2256
H -0.6262 -1.7872 -1.5064
H 0.4618 1.6516 -0.7146
O 1.4552 -1.2609 1.6396
N -1.3642 -1.1016 0.5059
C -0.7262 -1.3037 -0.5392
H -0.6501 1.7540 0.6227
```

Calculated values
E ... -7763.508 eV
Energy relative to the best compared isomer or geometry (same formula, charge and spin) ... 69.61 kcal/mol
LUMO ... 0.72 eV
Charge ... 0
Orbital gap ... 10.54 eV
SMILES ... C[C@]1(C=O)C=N1

***

No. 16
Computed, not measured: one molecule with the formula C4H5NO, with ωB97M-V/def2-TZVPD.

```
11
C4H5NO (ωB97M-V/def2-TZVPD)
H -2.3647 -0.9779 0.2071
H 2.9801 -0.5162 -0.3182
O -0.3586 -1.4895 0.5345
C -1.0341 0.6074 -0.2745
C 0.3189 1.1563 -0.3747
C 1.4358 0.5419 -0.0252
N 2.4940 0.0631 0.3669
H -1.8479 1.2477 -0.5985
H -0.7256 -2.1695 1.1089
H 0.4417 2.1515 -0.7923
C -1.3396 -0.6147 0.1660
```

Calculated values
E ... -7764.580 eV
Energy relative to the best compared isomer or geometry (same formula, charge and spin) ... 44.90 kcal/mol
LUMO ... 0.77 eV
Charge ... 0
Orbital gap ... 8.53 eV
SMILES ... N=C=C/C=C\O

***

No. 17
Computed, not measured: C4H5NO as an isolated structure, with ωB97M-V/def2-TZVPD.

```
11
C4H5NO (ωB97M-V/def2-TZVPD)
C 1.1163 0.6252 0.2394
C 0.6331 -0.6895 0.8852
H -1.8489 -0.1106 0.2421
H -1.1028 -1.0786 -1.0825
C -0.9216 -0.3615 -0.2783
H -0.5442 1.8144 -0.4798
H 0.2443 0.8383 -1.7248
N 0.7262 -1.6584 1.6152
H -0.3479 -1.4447 0.8050
C -0.0804 0.8437 -0.6795
O 2.1259 1.2216 0.4580
```

Calculated values
E ... -7761.553 eV
Energy relative to the best compared isomer or geometry (same formula, charge and spin) ... 114.68 kcal/mol
LUMO ... -0.34 eV
Charge ... 0
Orbital gap ... 8.43 eV

***

No. 18
Computed, not measured: one molecule with the formula C4H5NO in a non-equilibrium geometry, with ωB97M-V/def2-TZVPD.

```
11
C4H5NO (ωB97M-V/def2-TZVPD)
H 0.7684 -1.7716 0.7513
H 1.2223 1.1174 0.8545
C -1.5932 0.2545 0.0967
H -4.8579 0.3381 -0.3593
C 1.1891 0.4784 0.0598
O -0.0164 -1.6327 0.1253
C -2.7784 -0.0804 -0.0960
N -4.0090 -0.1587 -0.1643
H 2.0526 -0.1797 0.2391
C -0.0328 -0.3321 -0.0208
H 1.3396 1.1344 -0.8599
```

Calculated values
E ... -7761.222 eV
Energy relative to the best compared isomer or geometry (same formula, charge and spin) ... 122.32 kcal/mol
LUMO (spin up / spin down) ... 0.08 / -0.32 eV
Charge ... 0
Orbital gap (spin up / spin down) ... 8.01 / 7.38 eV
SMILES ... CC(O)=C=C=N

***

No. 19
Computed, not measured: one molecule with the formula C4H5NO, with ωB97M-V/def2-TZVPD.

```
11
C4H5NO (ωB97M-V/def2-TZVPD)
H -0.6054 -1.9560 -0.4714
H -2.7938 -0.3809 -0.0699
C -1.7364 -0.1642 -0.0292
C 0.4913 0.0251 -0.0706
C -0.6130 -0.8969 -0.2398
H 0.3090 2.2041 0.4360
C -0.0857 1.2200 0.2323
N 1.8930 -0.1390 -0.1411
H 2.2387 -0.9125 -0.6916
O -1.4350 1.1134 0.2783
H 2.3374 -0.1131 0.7670
```

Calculated values
E ... -7765.662 eV
Energy relative to the best compared isomer or geometry (same formula, charge and spin) ... 19.93 kcal/mol
LUMO ... 1.10 eV
Charge ... 0
Orbital gap ... 9.41 eV
SMILES ... Nc1ccoc1

***

No. 20
Computed, not measured: one molecule with the formula C4H5NO in a non-equilibrium geometry, with ωB97M-V/def2-TZVPD.

```
11
C4H5NO (ωB97M-V/def2-TZVPD)
C -0.1752 1.1768 1.8326
C 0.0368 -0.9255 -1.3129
H -0.7135 -0.3815 -1.8910
H 0.2798 -1.9188 -1.6500
N 0.0203 1.5548 2.9096
C -0.3769 0.7319 0.4576
H 0.5565 -1.3182 0.8264
H 0.4472 1.0454 -0.3214
O 1.2090 -0.2307 -0.9449
H -1.4008 0.9395 0.1169
C 0.1712 -0.6167 0.0963
```

Calculated values
E ... -7763.655 eV
Energy relative to the best compared isomer or geometry (same formula, charge and spin) ... 66.22 kcal/mol
LUMO ... 0.82 eV
Charge ... 0
Orbital gap ... 11.32 eV
SMILES ... N#CC[C@H]1CO1